# C7H10

A single C7H10 molecule at a distorted geometry (wB97M-V/def2-TZVPD, the Open Molecules 2025 dataset).

```
17
Properties=species:S:1:pos:R:3:forces:R:3:mulliken_charge:R:1
C -2.055 0.446 0.177 0.2363 -0.2143 -0.1748 -1.25
C -1.016 -0.653 -0.077 0.0228 -0.7346 -1.2752 0.06
C 0.227 -1.066 0.657 0.2225 0.2218 -0.2801 -0.30
C 0.876 0.143 1.238 0.0206 0.4050 0.3046 -0.51
C 1.439 0.973 0.353 -0.0466 -0.0669 0.8005 -0.38
C 1.593 0.390 -0.992 -1.8466 -1.1273 0.0518 -0.54
C 0.267 -0.748 -0.858 2.7049 3.0317 -0.7107 -0.48
H -2.866 0.312 -0.547 0.1159 0.0801 0.0931 0.36
H -2.511 0.394 1.178 0.2904 -0.1727 -0.2598 0.30
H -1.672 1.466 0.046 0.1262 -0.3463 0.0218 0.31
H -1.322 -1.619 -0.538 -1.4492 0.6455 0.9037 0.31
H 0.223 -2.015 1.212 0.3165 0.2879 -0.6134 0.37
H 0.717 0.395 2.275 -0.0576 0.0930 0.1674 0.40
H 1.554 2.036 0.534 0.6096 -0.1449 0.2570 0.36
H 1.848 1.159 -1.772 -1.2386 -0.9188 0.2914 0.33
H 2.364 -0.386 -1.079 0.2407 0.4102 0.3203 0.23
H 0.335 -1.227 -1.807 -0.2679 -1.4495 0.1024 0.43
```
Positions in Å, forces in eV/Å.

Results
orbital gap	9.5345	eV
relative energy (zero: lowest compared OMol25 entry of this formula, charge and spin)	76.20	kcal per mole
E_HOMO	-8.4	eV
structure (SMILES)	C[C@@H]1[C@@H]2C=CC[C@H]12
maximum force	0.080	hartree/bohr



# C14H36FN3P2

A single C14H36FN3P2 molecule (wB97M-V/def2-TZVPD, the Open Molecules 2025 dataset).

```
56
Properties=species:S:1:pos:R:3:forces:R:3:mulliken_charge:R:1
C -0.993 -3.950 0.472 0.0177 0.0588 0.0406 -0.87
C -0.242 -3.357 1.666 -0.0738 -0.0442 -0.0186 -0.69
P 0.390 -1.590 1.678 0.2746 -0.1694 0.2469 -0.35
C 2.105 -1.831 0.972 -0.0057 -0.1041 -0.0506 -0.36
C 3.212 -1.636 2.011 -0.0263 -0.0432 0.0205 -1.35
P -0.797 -0.237 0.172 -0.3821 0.3236 -0.4174 1.82
N -1.818 0.886 -0.854 -0.0118 0.0175 0.1205 -0.82
C -0.204 -1.134 -1.353 0.0490 -0.1169 0.0294 -0.88
C 0.149 -0.320 -2.589 -0.1106 0.1422 -0.0945 -0.34
F -0.889 -0.370 -3.535 0.1836 -0.0294 0.1803 -0.41
C -2.340 -0.760 1.036 -0.0473 -0.0752 0.0691 -1.24
C -2.990 0.348 1.872 0.0309 0.0621 0.0473 -0.45
C -4.518 0.261 1.894 -0.0248 -0.0332 -0.0099 -1.11
N -5.197 0.518 0.629 -0.0091 0.0404 -0.0161 -0.60
C 0.101 1.220 0.848 0.1317 0.0369 0.0184 -2.22
C 1.438 1.546 0.140 0.0405 0.0016 0.0284 0.59
C 1.475 2.965 -0.427 -0.0336 -0.0610 -0.0017 -0.55
C 2.810 3.360 -1.071 0.0371 -0.0274 0.0904 -1.05
C 2.927 3.087 -2.566 -0.0443 -0.0377 -0.1657 -0.53
N 3.302 1.703 -2.904 -0.2183 -0.1236 0.2084 -0.66
H -1.937 -3.435 0.285 0.0551 0.0224 -0.0446 0.11
H -0.395 -3.915 -0.436 0.0470 0.0463 -0.1255 0.21
H -1.231 -5.000 0.655 -0.0080 0.0140 0.0308 0.42
H -0.858 -3.463 2.563 -0.0176 0.0060 -0.0323 0.46
H 0.643 -3.973 1.850 0.0379 0.0572 0.1055 0.60
H 2.270 -1.161 0.124 0.0237 0.0180 0.0243 0.17
H 2.161 -2.846 0.567 -0.0154 0.0095 -0.0378 0.60
H 4.154 -2.077 1.678 0.0145 0.0889 -0.0252 0.41
H 2.939 -2.104 2.958 0.0269 -0.0131 -0.0199 0.35
H 3.382 -0.576 2.213 -0.0286 -0.0250 0.0179 0.25
H -2.321 0.444 -1.615 0.0295 -0.0055 -0.0197 0.26
H -1.338 1.692 -1.235 -0.0208 -0.0338 -0.0109 0.15
H -1.061 -1.756 -1.627 -0.0149 -0.0727 0.0579 0.53
H 0.605 -1.815 -1.104 0.0108 -0.0167 0.0156 0.45
H 1.042 -0.728 -3.070 -0.0925 -0.0205 -0.0240 0.41
H 0.313 0.738 -2.376 0.0302 -0.0869 -0.0099 -0.02
H -2.132 -1.612 1.684 -0.0909 -0.0366 -0.1002 0.44
H -3.018 -1.100 0.245 0.0192 0.0712 -0.0119 0.34
H -2.621 0.272 2.898 0.0372 0.0343 -0.0176 0.36
H -2.706 1.333 1.494 -0.0512 -0.0460 -0.0376 0.20
H -4.897 0.984 2.621 -0.0027 -0.0670 0.0184 0.42
H -4.825 -0.731 2.241 -0.0022 0.0475 0.0341 0.38
H -4.941 -0.166 -0.072 0.0007 0.0301 0.0247 0.28
H -4.922 1.424 0.264 0.0310 -0.0556 -0.0170 0.29
H -0.577 2.072 0.779 0.0271 -0.0216 0.0065 0.86
H 0.277 1.018 1.903 -0.0356 0.0380 -0.0063 0.65
H 2.255 1.446 0.860 -0.0033 -0.0456 -0.0308 0.47
H 1.658 0.830 -0.654 -0.0045 -0.0024 -0.0136 -0.54
H 1.244 3.653 0.391 0.0042 0.0026 -0.0193 0.44
H 0.668 3.088 -1.162 0.0108 0.0154 0.0378 0.20
H 3.627 2.836 -0.558 0.0115 0.1048 0.0019 0.38
H 2.986 4.425 -0.903 -0.0323 0.0004 -0.0243 0.36
H 3.674 3.760 -2.997 0.0003 -0.0024 0.0493 0.34
H 1.973 3.334 -3.045 0.0642 0.0667 -0.0068 0.23
H 3.405 1.150 -2.061 0.1155 0.0248 -0.0428 0.29
H 2.582 1.250 -3.450 0.0456 0.0355 -0.0723 0.30
```
Positions in Å, forces in eV/Å.

Results
orbital gap	8.0050	eV
E_HOMO	-7.3	eV
structure (SMILES)	CCP(CC)P(N)(CCF)(CCCN)CCCCCN
maximum force	0.013	hartree/bohr



# C2H6N4O2

A single C2H6N4O2 molecule at a distorted geometry (wB97M-V/def2-TZVPD, the Open Molecules 2025 dataset).

```
14
Properties=species:S:1:pos:R:3:forces:R:3:mulliken_charge:R:1
H -1.419 1.799 -0.162 -0.4807 -0.4855 -0.4641 0.40
N -2.124 1.037 -0.164 0.5627 0.2317 0.8949 -0.67
C -1.542 -0.059 -0.019 0.4413 0.1674 -0.8960 0.41
N -2.120 -1.312 0.122 -2.4005 1.3507 -0.4086 -0.48
O -0.150 -0.300 -0.246 0.3187 -1.2495 -0.0860 -0.48
C 0.860 0.557 -0.030 -0.5287 2.3426 0.4125 0.72
N 0.643 1.792 0.170 -0.7324 0.3294 0.5801 -0.73
H 1.407 2.129 0.723 0.5975 0.8839 -0.1729 0.19
N 2.083 0.010 -0.037 -3.5001 -2.7211 -1.2799 0.00
O 2.089 -1.380 -0.042 -0.1042 -0.4231 0.4102 -0.43
H -3.149 -1.210 0.331 1.7325 -0.1734 -0.3150 0.30
H -1.670 -1.907 0.764 0.6349 -0.7778 0.7038 0.22
H 2.907 0.421 0.147 3.0317 1.8296 0.8004 0.16
H 1.135 -1.467 0.156 0.4272 -1.3048 -0.1795 0.41
```
Positions in Å, forces in eV/Å.

Results
orbital gap	9.6501	eV
relative energy (zero: lowest compared OMol25 entry of this formula, charge and spin)	60.34	kcal per mole
E_HOMO	-9.1	eV
structure (SMILES)	[H]/N=C(/N)O/C(=N/[H])NO
maximum force	0.090	hartree/bohr